(1)
A 2-piece molecular cluster, C2H7N2S2 overall at a distorted geometry. Source: the Open Molecules 2025 dataset; level of theory: ωB97M-V/def2-TZVPD.

**ΔE to the lowest compared entry with this formula, charge and spin**: 2.816 eV
**E_HOMO**: -12.84 eV
**Orbital gap**: 8.72 eV
**Charge**: +1

Each line ends with the Löwdin charge.
Positions of all 13 atoms, in Å:
C (-1.0780, 0.6513, -0.0599)  -0.618
C (1.3280, -0.1649, 0.2223)  -0.640
N (-1.6062, 1.7246, 0.4788)  -0.005
N (1.0405, -1.4725, 0.1883)  0.098
S (-2.2350, -0.3937, -0.7585)  0.797
S (2.3065, 0.7025, -0.7904)  0.977
H (1.0080, 0.2883, 1.1716)  0.093
H (-1.0297, 2.3754, 0.8928)  0.065
H (-2.6576, 1.8835, 0.6373)  0.152
H (0.4637, -1.6803, 0.9786)  0.125
H (-1.1837, -1.3984, -0.9285)  -0.082
H (1.1294, -2.0507, -0.5802)  0.093
H (2.5140, -0.4651, -1.4523)  -0.054

---

(2)
C49H60ILaN6O9S2 as an isolated structure. Source: the Open Molecules 2025 dataset; level of theory: ωB97M-V/def2-TZVPD.

**ΔE to the lowest compared entry with this formula, charge and spin**: 0.023 eV
**E_HOMO**: -2.87 eV
**Orbital gap**: 5.78 eV
**Charge**: -2

Each line ends with the Löwdin charge.
Positions of all 128 atoms, in Å:
La (0.3344, 0.3413, -0.1154)  1.877
C (5.1674, 1.1229, -4.8423)  -0.097
C (4.5643, 2.0086, -3.7557)  -0.196
C (3.1351, 1.6785, -3.4668)  -0.134
C (2.0126, 2.3169, -3.8949)  -0.130
C (1.9133, 3.5711, -4.6980)  -0.199
C (1.7862, 4.7962, -3.7969)  -0.082
C (0.8922, 1.6157, -3.2975)  -0.264
C (-0.4406, 1.9105, -3.5347)  0.038
C (-1.5546, 1.2919, -2.9680)  -0.247
C (-2.9136, 1.4623, -3.4493)  -0.126
C (-3.3334, 2.3518, -4.5743)  -0.198
C (-3.7790, 3.7329, -4.1160)  -0.083
C (-3.6862, 0.6069, -2.7209)  -0.129
C (-2.7896, -0.0676, -1.8029)  -0.244
C (-3.1573, -1.1404, -0.9986)  0.048
C (-2.3229, -2.0340, -0.3319)  -0.277
N (-0.9672, -1.9405, -0.2538)  0.005
C (-0.5284, -3.0835, 0.3241)  -0.242
C (0.8091, -3.4626, 0.4461)  0.040
C (1.9162, -2.8146, -0.0847)  -0.284
N (1.8817, -1.6352, -0.7635)  -0.010
C (3.1464, -1.3922, -1.1871)  -0.274
C (3.5201, -0.3412, -2.0191)  -0.025
C (2.6800, 0.5929, -2.6163)  -0.309
N (1.3275, 0.6074, -2.4954)  0.000
C (4.0497, -2.4179, -0.6927)  -0.131
C (3.2815, -3.3054, -0.0036)  -0.143
C (3.7171, -4.5805, 0.6439)  -0.201
C (3.5534, -5.7898, -0.2726)  -0.094
C (5.5334, -2.4068, -0.8532)  -0.202
C (6.2041, -1.5208, 0.1939)  -0.085
C (-1.6500, -3.9138, 0.7131)  -0.137
C (-2.7730, -3.2586, 0.3031)  -0.143
C (-4.1925, -3.7252, 0.3941)  -0.204
C (-4.6320, -4.4987, -0.8446)  -0.095
C (-1.5559, -5.2163, 1.4396)  -0.203
C (-1.2738, -5.0260, 2.9280)  -0.087
N (-1.5174, 0.3873, -1.9632)  0.014
C (-5.1462, 0.3296, -2.8804)  -0.192
C (-6.0210, 0.9601, -1.7991)  -0.090
H (6.2157, 1.3655, -5.0271)  0.064
H (4.6218, 1.2368, -5.7808)  0.071
H (5.1072, 0.0705, -4.5640)  0.065
H (4.6374, 3.0581, -4.0541)  0.103
H (5.1449, 1.9227, -2.8336)  0.110
H (1.0518, 3.5221, -5.3720)  0.101
H (2.7925, 3.6669, -5.3437)  0.102
H (1.0070, 4.6405, -3.0485)  0.062
H (1.5449, 5.6926, -4.3729)  0.065
H (2.7122, 4.9784, -3.2510)  0.078
H (-0.6396, 2.6855, -4.2655)  0.102
H (-4.1471, 1.8765, -5.1332)  0.102
H (-2.5082, 2.4459, -5.2854)  0.101
H (-4.6280, 3.6551, -3.4375)  0.063
H (-4.0751, 4.3592, -4.9610)  0.069
H (-2.9823, 4.2451, -3.5754)  0.067
H (-4.2160, -1.3696, -0.9747)  0.102
H (0.9994, -4.4044, 0.9481)  0.102
H (4.5790, -0.2314, -2.2129)  0.100
H (3.1569, -4.7438, 1.5693)  0.108
H (4.7631, -4.4879, 0.9496)  0.105
H (2.5163, -5.8978, -0.5916)  0.069
H (3.8558, -6.7112, 0.2274)  0.065
H (4.1578, -5.6745, -1.1733)  0.072
H (5.7894, -2.0514, -1.8552)  0.102
H (5.9213, -3.4288, -0.7946)  0.102
H (5.8038, -0.5067, 0.1557)  0.053
H (7.2838, -1.4783, 0.0446)  0.065
H (6.0129, -1.8965, 1.1997)  0.076
H (-4.8542, -2.8677, 0.5444)  0.106
H (-4.3124, -4.3493, 1.2846)  0.105
H (-4.5500, -3.8753, -1.7350)  0.069
H (-5.6645, -4.8409, -0.7588)  0.064
H (-3.9942, -5.3696, -1.0008)  0.072
H (-0.7741, -5.8391, 0.9939)  0.105
H (-2.4888, -5.7734, 1.3101)  0.100
H (-0.3539, -4.4629, 3.0834)  0.071
H (-1.1801, -5.9810, 3.4469)  0.067
H (-2.0755, -4.4589, 3.4028)  0.076
H (-5.3114, -0.7536, -2.8928)  0.105
H (-5.4692, 0.6901, -3.8627)  0.099
H (-5.7558, 0.5960, -0.8087)  0.062
H (-7.0769, 0.7517, -1.9878)  0.065
H (-5.8821, 2.0407, -1.7698)  0.056
O (0.2941, 1.5099, 2.3940)  -0.237
H (0.3107, 2.4710, 2.4855)  0.027
H (0.2026, 1.1034, 3.2818)  0.025
O (1.6662, -0.8210, 2.0632)  -0.199
H (2.1947, -1.5917, 1.8251)  0.041
H (2.2617, -0.0414, 2.0163)  -0.118
O (-1.7548, -0.1665, 2.0126)  -0.098
H (-2.4064, -0.7752, 1.6437)  0.033
H (-2.0921, 0.7237, 1.8198)  0.011
I (3.1504, 1.8457, 0.6575)  0.156
N (0.1744, -0.2938, 4.6655)  0.078
C (0.7842, -0.3899, 5.9326)  -0.318
C (0.0184, -0.6435, 7.0698)  -0.049
C (0.6138, -0.7148, 8.3166)  -0.073
C (1.9824, -0.5457, 8.4653)  -0.279
C (2.7384, -0.2838, 7.3377)  -0.066
C (2.1533, -0.1984, 6.0827)  -0.034
S (2.7355, -0.7171, 10.0869)  0.397
O (2.8561, -2.1587, 10.2882)  -0.386
O (4.0181, -0.0286, 9.9762)  -0.389
O (1.7844, -0.0835, 10.9967)  -0.390
H (-0.7670, -0.6630, 4.6632)  0.084
H (0.6985, -0.7342, 3.9111)  0.057
H (-1.0531, -0.7878, 6.9791)  0.099
H (0.0120, -0.9019, 9.1963)  0.108
H (3.8038, -0.1305, 7.4516)  0.106
H (2.7591, 0.0277, 5.2132)  0.106
O (-4.0802, 2.0598, 0.6120)  0.047
C (-3.1151, 2.7408, 0.3026)  -0.512
N (-1.8187, 2.4103, 0.5048)  -0.117
S (-0.8180, 3.6008, 0.1414)  0.595
O (0.1337, 3.0355, -0.8082)  -0.434
O (-0.2531, 4.2902, 1.2713)  -0.285
C (-2.0077, 4.6627, -0.6127)  -0.211
C (-1.8523, 5.8917, -1.2230)  -0.036
C (-3.0133, 6.5535, -1.6049)  -0.085
C (-4.2683, 6.0049, -1.3558)  -0.085
C (-4.3986, 4.7704, -0.7362)  -0.019
C (-3.2417, 4.0968, -0.3762)  -0.122
H (-0.8756, 6.3237, -1.3892)  0.119
H (-2.9450, 7.5169, -2.0940)  0.100
H (-5.1516, 6.5520, -1.6599)  0.100
H (-5.3611, 4.3206, -0.5329)  0.116

---

(3)
One molecule with the formula FH2O2P at a distorted geometry. Source: the Open Molecules 2025 dataset; level of theory: ωB97M-V/def2-TZVPD.

**ΔE to the lowest compared entry with this formula, charge and spin**: 0.714 eV
**E_HOMO**: -10.83 eV
**Orbital gap**: 11.40 eV
**SMILES string**: OP(O)F

Each line ends with the Löwdin charge.
Positions of all 6 atoms, in Å:
O (-1.1054, 0.6864, 0.4383)  -0.320
O (0.5749, -0.6428, -0.9050)  -0.301
F (1.3817, 1.4034, 0.3548)  -0.426
P (0.3048, -0.1339, 0.5760)  0.820
H (-1.6034, 0.8520, 1.3213)  0.109
H (0.6699, 0.2599, -1.4119)  0.118

---

(4)
C25H45Cl2PPb as an isolated structure at a distorted geometry. Source: the Open Molecules 2025 dataset; level of theory: ωB97M-V/def2-TZVPD.

**E_HOMO (alpha / beta)**: -7.76 / -4.58 eV
**Orbital gap (alpha / beta)**: 8.08 / 4.87 eV

Each line ends with the Löwdin charge.
Positions of all 74 atoms, in Å:
Pb (2.2444, 2.3921, 4.5109)  0.153
P (-0.1570, 0.3519, -0.0497)  1.186
Cl (1.3513, 3.2977, 2.3627)  -0.287
C (-0.8330, -0.3768, 1.5233)  -0.265
H (-0.1125, -0.0860, 2.3095)  0.028
H (-1.7345, 0.2411, 1.7222)  0.101
C (1.6672, 0.6271, -0.0662)  -0.371
C (-0.8927, 2.0535, -0.0867)  -0.379
C (2.2278, 0.8105, -1.4898)  -0.207
H (1.7695, 1.5850, 0.4830)  0.050
C (3.6811, 1.2903, -1.4302)  -0.186
H (2.1834, -0.1485, -2.0291)  0.101
H (1.6414, 1.5318, -2.0766)  0.089
C (4.5594, 0.3312, -0.6211)  -0.197
H (4.0669, 1.3920, -2.4517)  0.114
H (3.7044, 2.2888, -0.9713)  0.122
C (3.9666, 0.0074, 0.7575)  -0.183
H (4.6794, -0.6013, -1.1886)  0.112
H (5.5598, 0.7618, -0.5043)  0.111
C (2.4925, -0.4155, 0.6915)  -0.198
H (4.5472, -0.7935, 1.2294)  0.115
H (4.0521, 0.8936, 1.4034)  0.105
H (2.4119, -1.3833, 0.1719)  0.103
H (2.1027, -0.5683, 1.7091)  0.104
C (-0.7256, -0.6788, -1.4686)  -0.361
C (-2.4189, 2.0334, -0.2694)  -0.194
H (-0.6513, 2.4157, 0.9303)  0.067
C (-3.0135, 3.4466, -0.1596)  -0.187
H (-2.6706, 1.6109, -1.2552)  0.107
H (-2.8952, 1.3858, 0.4796)  0.104
C (-2.3399, 4.4527, -1.0984)  -0.200
H (-4.0874, 3.3993, -0.3709)  0.111
H (-2.9005, 3.7932, 0.8764)  0.123
C (-0.8121, 4.4373, -0.9834)  -0.185
H (-2.6247, 4.2275, -2.1348)  0.112
H (-2.7078, 5.4618, -0.8824)  0.111
C (-0.2153, 3.0261, -1.0702)  -0.205
H (-0.3703, 5.0551, -1.7748)  0.115
H (-0.5109, 4.8781, -0.0230)  0.113
H (-0.3236, 2.6512, -2.1003)  0.101
H (0.8612, 3.1003, -0.8625)  0.097
C (0.0547, -1.9988, -1.5856)  -0.197
H (-1.7689, -0.9190, -1.1875)  0.130
C (-0.6466, -2.9315, -2.5802)  -0.185
H (1.0802, -1.7953, -1.9324)  0.109
H (0.1429, -2.4979, -0.6115)  0.079
C (-0.8244, -2.2879, -3.9618)  -0.196
H (-0.0718, -3.8608, -2.6676)  0.116
H (-1.6334, -3.1953, -2.1745)  0.118
C (-1.4140, -0.8720, -3.9022)  -0.186
H (0.1498, -2.2514, -4.4676)  0.115
H (-1.4733, -2.9218, -4.5766)  0.110
C (-0.7647, 0.0252, -2.8359)  -0.195
H (-1.3130, -0.3851, -4.8795)  0.114
H (-2.4891, -0.9389, -3.6867)  0.116
H (0.2601, 0.2768, -3.1498)  0.106
H (-1.3187, 0.9732, -2.7787)  0.092
C (0.2525, -2.7068, 1.9250)  0.015
C (-1.1355, -1.7653, 1.5936)  -0.330
H (1.0506, -2.6683, 1.1704)  0.063
C (-2.2416, -2.1417, 2.6046)  -0.162
H (-1.4650, -2.1556, 0.6197)  0.102
C (-1.7566, -2.4435, 4.0223)  -0.204
H (-3.0001, -1.3474, 2.6477)  0.114
H (-2.7385, -3.0419, 2.2144)  0.117
C (-0.8090, -3.6416, 4.0735)  -0.190
H (-1.2616, -1.5590, 4.4447)  0.071
H (-2.6318, -2.6587, 4.6500)  0.112
C (0.4241, -3.4629, 3.1447)  -0.232
H (-0.4682, -3.8002, 5.1044)  0.110
H (-1.3491, -4.5492, 3.7718)  0.107
H (1.2316, -2.9871, 3.7399)  0.124
H (0.7994, -4.4639, 2.8599)  0.115
Cl (0.3561, 0.7952, 4.6494)  -0.325

---

(5)
C21H34GeMoN4OSSeSi as an isolated structure at a distorted geometry. Source: the Open Molecules 2025 dataset; level of theory: ωB97M-V/def2-TZVPD.

**ΔE to the lowest compared entry with this formula, charge and spin**: 1.160 eV
**E_HOMO**: -14.09 eV
**Orbital gap**: 6.55 eV
**Charge**: +2

Each line ends with the Löwdin charge.
Positions of all 65 atoms, in Å:
Mo (-0.3172, -0.3762, 0.2794)  1.206
N (2.8717, 1.2432, 2.4279)  0.130
C (2.1945, 0.5550, 1.5070)  -0.793
S (1.0618, -0.7002, 2.0896)  0.676
N (2.2858, 0.8872, 0.2655)  0.050
N (1.5646, -0.0210, -0.5160)  -0.166
C (2.0968, -0.6264, -1.5220)  -0.140
C (3.4322, -0.3284, -2.0574)  -0.182
C (3.7707, 0.9905, -2.3557)  -0.024
C (5.0200, 1.2867, -2.8649)  -0.044
C (5.9557, 0.2760, -3.0522)  -0.037
C (5.6302, -1.0376, -2.7327)  -0.046
C (4.3700, -1.3416, -2.2483)  -0.034
C (1.2639, -1.7435, -1.9814)  -0.192
C (1.5690, -2.5335, -3.0624)  0.037
C (0.8645, -3.7128, -3.2735)  0.024
C (-0.1161, -4.0709, -2.3717)  -0.005
C (-0.4155, -3.1961, -1.3572)  -0.130
N (0.2219, -2.0335, -1.1757)  -0.025
H (2.8422, 1.0022, 3.4041)  0.110
H (3.5340, 1.9367, 2.1136)  0.130
H (3.0461, 1.7775, -2.1985)  0.117
H (5.2715, 2.3087, -3.1138)  0.118
H (6.9362, 0.5111, -3.4424)  0.120
H (6.3608, -1.8242, -2.8610)  0.118
H (4.1347, -2.3671, -1.9846)  0.123
H (2.3746, -2.2517, -3.7267)  0.136
H (1.1075, -4.3481, -4.1146)  0.137
H (-0.6609, -5.0027, -2.4505)  0.131
H (-1.2038, -3.4389, -0.6578)  0.073
C (-6.1470, -2.5024, -0.3231)  -0.216
Ge (-4.8820, -2.6032, -1.8053)  0.774
C (-4.1316, -4.3999, -1.9709)  -0.210
C (-5.6176, -1.9355, -3.4829)  -0.203
C (-3.3082, -1.4234, -1.4172)  -0.538
Se (-2.7014, -1.5573, 0.4450)  0.910
C (-3.8922, -0.1539, 1.0646)  -0.319
H (-6.8641, -3.3182, -0.4241)  0.037
H (-6.7091, -1.5676, -0.3294)  0.032
H (-5.6643, -2.6212, 0.6479)  0.013
H (-4.9294, -5.1226, -2.1387)  0.033
H (-3.6050, -4.7024, -1.0616)  0.020
H (-3.4449, -4.4664, -2.8196)  0.020
H (-6.4544, -2.5590, -3.7995)  0.034
H (-4.8717, -1.9480, -4.2782)  0.028
H (-5.9846, -0.9151, -3.3693)  0.029
H (-3.5262, -0.3710, -1.6019)  0.030
H (-2.4970, -1.7138, -2.0695)  -0.003
H (-4.8980, -0.4928, 0.8380)  0.023
H (-3.6605, 0.7703, 0.5491)  0.005
H (-3.7613, -0.0574, 2.1327)  0.030
C (-2.9931, 3.3298, 0.5904)  -0.152
Si (-1.5223, 2.6818, 1.4784)  0.390
C (-1.8267, 2.1233, 3.1849)  -0.138
C (-0.0388, 3.7204, 1.3143)  -0.146
O (-1.0596, 1.2114, 0.6118)  -0.525
H (-2.9593, 4.4226, 0.5873)  0.055
H (-3.9276, 3.0325, 1.0701)  0.046
H (-3.0095, 3.0125, -0.4543)  0.047
H (-2.3305, 2.9286, 3.7310)  0.064
H (-0.8901, 1.9030, 3.6980)  0.045
H (-2.4601, 1.2411, 3.2430)  0.024
H (-0.2470, 4.6861, 1.7861)  0.060
H (0.2197, 3.9047, 0.2676)  0.055
H (0.8234, 3.2731, 1.8182)  0.029

---

| no. | DFT total energy (Ha) |
| --- | --- |
| 1 | -985.95186 |
| 2 | -4034.99744 |
| 3 | -592.95529 |
| 4 | -2434.18232 |
| 5 | -6348.66856 |